<a>
Entry from the Open Molecules 2025 dataset: 2 unconnected molecules or ions with the total composition C4H9N (the ωB97M-V functional and the def2-TZVPD basis).

Geometry as ORCA input:
```
! wB97M-V def2-TZVPD RIJCOSX def2/J DEFGRID3
* xyz -1 2
C 1.66 1.11 -0.48
N -2.83 -0.38 1.15
H -2.25 -1.01 1.72
H 2.14 -0.46 0.73
C 0.64 -1.15 -0.80
H 1.22 -2.04 -1.08
H -2.46 1.34 0.02
H 0.20 -0.67 -1.67
H 2.43 1.72 -0.04
H 1.16 1.52 -1.35
H -0.20 -1.48 -0.18
C -2.10 0.72 0.84
H -1.10 0.92 1.24
C 1.50 -0.15 -0.10
*
```

HOMO level (spin up / spin down): 1.07 / -3.18 eV
Kohn-Sham gap (spin up / spin down): 2.9062 / 7.1103 eV
Expectation value of S²: 0.753

=====

<b>
Entry from the Open Molecules 2025 dataset: 2 unconnected molecules or ions with the total composition C4H9N (the ωB97M-V functional and the def2-TZVPD basis).

Geometry as ORCA input:
```
! wB97M-V def2-TZVPD RIJCOSX def2/J DEFGRID3
* xyz -1 2
H -6.71 -2.67 1.86
C -6.00 -2.87 0.95
H 3.70 4.27 0.31
H -5.68 -2.16 0.27
H 5.53 3.82 -0.03
H 4.07 0.89 -1.95
C -5.42 -4.14 0.91
H 3.33 3.03 -1.92
H -5.20 -4.81 1.81
C 4.23 1.43 -0.99
H 4.97 1.33 -0.10
N 4.46 3.73 -0.12
H -5.19 -4.60 -0.02
C 3.90 2.73 -0.98
*
```

HOMO level (spin up / spin down): 1.47 / -1.96 eV
Kohn-Sham gap (spin up / spin down): 0.8801 / 4.3102 eV
Expectation value of S²: 0.753

=====

<c>
Entry from the Open Molecules 2025 dataset: a gas-phase ion, C4H9N (charge -1) (the ωB97M-V functional and the def2-TZVPD basis).

Geometry as ORCA input:
```
! wB97M-V def2-TZVPD RIJCOSX def2/J DEFGRID3
* xyz -1 2
H 1.19 1.08 -1.39
N -1.41 0.95 -1.03
H 1.51 -0.79 -1.34
H 0.80 -2.07 0.88
H -0.69 1.58 -1.41
H -1.85 -0.44 0.43
H -2.04 1.68 -0.62
H 2.26 0.48 -0.33
H 1.52 -0.72 1.91
H -0.13 -1.34 2.28
C -0.97 0.13 -0.02
C 1.42 0.16 -0.69
C 0.48 -1.16 1.45
C 0.28 -0.15 0.38
*
```

HOMO level (spin up / spin down): 1.39 / -3.98 eV
Kohn-Sham gap (spin up / spin down): 3.0686 / 8.2781 eV
Expectation value of S²: 0.751

=====

<a> has the most favorable energy; the next structure is 8.4 kcal/mol above.